Molecular formula: C22H30N2O5
Method: DFT, ωB97M-V with the def2-TZVPD basis set

As for the charge: 0. Its total energy is -36519.05638 eV. The value obtained for the HOMO energy is -8.395 eV. The calculation puts the HOMO-LUMO gap at 8.4 eV. The spin multiplicity is 1. As for the structure (SMILES): CCCCc1cc(=O)oc2c(C)c(OCC(=O)NCCN3CCOCC3)ccc12. The relative energy (zero: lowest compared OMol25 entry of this formula, charge and spin) is 36.8 kcal/mol.

```
59
Properties=species:S:1:pos:R:3:forces:R:3
C -1.8541 -1.5662 -4.7898 -0.011 0.106 0.226
C -1.5821 -1.3463 -3.3066 0.062 -0.195 -0.050
C -0.1505 -1.6946 -2.9014 -0.147 0.137 0.008
H 0.1032 -2.6782 -3.3021 0.031 -0.062 0.051
H -0.1013 -1.7580 -1.8135 0.045 -0.078 0.076
C 0.8954 -0.6817 -3.3954 -0.098 -0.140 0.085
C 0.7403 0.6497 -2.7273 -0.242 0.384 -0.490
C 0.0848 1.6582 -3.3458 0.256 -0.435 0.128
C -0.1134 2.9582 -2.7436 -0.399 0.422 -0.410
O -0.7193 3.8767 -3.2380 0.234 -0.309 0.214
O 0.4427 3.1512 -1.5060 0.013 0.206 0.138
C 1.1231 2.1763 -0.8604 0.427 -0.758 0.418
C 1.6658 2.5177 0.3807 -0.019 0.077 0.006
C 2.3544 1.5413 1.1034 -0.228 -0.003 -0.492
C 2.4828 0.2488 0.5901 0.241 -0.008 0.315
C 1.9610 -0.0622 -0.6448 -0.157 0.273 -0.148
C 1.2768 0.8886 -1.4075 0.037 0.302 0.368
H 2.0879 -1.0635 -1.0231 0.007 -0.116 -0.061
H 2.9926 -0.5196 1.1480 0.068 -0.086 0.077
O 2.8645 1.9476 2.3047 -0.069 0.262 -0.176
C 3.4008 0.9716 3.1734 0.167 -0.342 0.097
C 2.3260 -0.0389 3.6032 0.193 0.518 -0.047
O 2.5434 -1.2246 3.7158 0.145 -0.347 -0.028
N 1.1373 0.5523 3.8385 -0.215 0.314 0.104
H 1.0640 1.5405 3.6397 0.119 -0.122 -0.034
C -0.0964 -0.1942 3.8894 -0.216 -0.173 -0.215
C -0.7871 -0.1444 2.5162 0.175 -0.140 0.239
N -1.9766 -0.9719 2.5021 -0.080 0.116 0.117
C -1.7119 -2.3840 2.2601 0.006 -0.082 -0.288
H -2.6081 -2.9357 2.5573 0.074 -0.096 0.002
C -1.4075 -2.6786 0.7853 0.140 -0.065 0.307
O -2.4314 -2.2064 -0.0657 -0.095 -0.112 -0.017
C -2.6606 -0.8254 0.1222 -0.167 0.254 0.211
C -3.0118 -0.5242 1.5837 0.030 -0.091 -0.326
H -3.9286 -1.0616 1.8441 -0.054 0.075 -0.073
H -3.1827 0.5447 1.7196 -0.043 0.010 0.000
H -1.7670 -0.2525 -0.1756 -0.035 -0.010 -0.030
H -3.4866 -0.5634 -0.5403 0.056 0.087 0.006
H -0.4474 -2.2171 0.5031 -0.039 -0.049 -0.016
H -1.3434 -3.7538 0.6123 0.092 0.033 0.043
H -0.8772 -2.7110 2.8796 0.009 -0.086 0.037
H -1.0818 0.8896 2.3136 0.043 -0.005 -0.056
H -0.0439 -0.4309 1.7546 -0.051 0.120 0.030
H 0.1622 -1.2202 4.1540 -0.091 0.088 0.041
H -0.7534 0.2184 4.6569 0.009 -0.091 -0.031
H 4.2483 0.4398 2.7283 -0.172 0.004 0.045
H 3.7544 1.5257 4.0474 -0.016 -0.097 -0.104
C 1.5073 3.9031 0.9275 0.066 -0.010 -0.058
H 0.6387 3.9549 1.5843 -0.061 0.083 0.078
H 2.3866 4.1784 1.5035 -0.012 0.084 0.032
H 1.3589 4.6101 0.1169 -0.015 0.086 0.047
H -0.3266 1.5444 -4.3364 -0.029 -0.009 -0.085
H 1.8946 -1.0767 -3.2044 0.032 0.032 -0.079
H 0.7871 -0.5543 -4.4724 0.089 0.022 -0.018
H -1.7921 -0.3062 -3.0476 -0.077 -0.008 0.089
H -2.2591 -1.9731 -2.7233 -0.016 0.079 0.051
H -1.2352 -0.9198 -5.4074 0.048 0.049 -0.157
H -1.6526 -2.5993 -5.0655 0.018 -0.107 -0.083
H -2.8951 -1.3492 -5.0161 -0.079 0.010 -0.113
```
Forces are in eV/Å.